Entry 1:
Entry from the Open Molecules 2025 dataset: a 2-piece molecular cluster, C6H9N4 overall in a non-equilibrium geometry (ωB97M-V with the def2-TZVPD basis set).

XYZ file:
```
19
Properties=species:S:1:pos:R:3:mulliken_charge:R:1
C 2.83247 1.14227 0.40287 -0.17
C 2.49152 0.11370 1.22268 -0.25
C 0.88680 1.00496 -0.76441 0.82
C 0.42690 0.03359 0.13632 0.27
C -2.41502 -0.13759 0.67383 -0.25
C -1.80471 -2.19319 -0.28126 -0.90
N 1.98772 1.56086 -0.48382 -0.44
N 1.20770 -0.33494 1.08641 -0.37
N 0.17344 1.57085 -1.73880 -0.42
N -1.54927 -0.87848 0.15166 -0.10
H 3.72768 1.79571 0.55748 0.37
H 3.15923 -0.44575 1.95602 0.39
H -3.50347 -0.54400 0.87076 0.24
H -2.17056 0.81141 1.10139 0.32
H -1.29157 -2.14850 -1.25643 0.30
H -2.81850 -2.48024 -0.18486 0.35
H -1.26080 -2.66474 0.49684 0.37
H -0.83537 1.59148 -1.62518 0.22
H 0.75579 2.20261 -2.32150 0.27
```

charge	+1
E_LUMO	-5.2164	eV
F_max	4.46	eV/Å
highest occupied orbital energy	-0.4827	Eh

Entry 2:
Entry from the Open Molecules 2025 dataset: an isolated ion of composition C6H9N4 and charge +1 in a non-equilibrium geometry (ωB97M-V with the def2-TZVPD basis set).

XYZ file:
```
19
Properties=species:S:1:pos:R:3:mulliken_charge:R:1
C 3.01408 2.42329 1.04393 0.57
C 2.00959 0.56502 0.87114 0.50
C -0.43747 -0.54466 0.32464 -0.73
C 0.82401 -1.52877 0.59040 -0.56
C 0.12490 0.62047 -0.52724 0.39
C -0.90949 1.81995 -0.94127 -1.26
N 3.06827 1.18535 1.37417 -0.44
N 2.65335 3.38892 0.58725 -0.22
N 1.85310 -0.76606 1.24622 -0.14
N 1.28940 1.07265 -0.08004 -0.20
H -1.16063 -1.14829 -0.14173 0.46
H -0.88360 -0.40917 1.37953 0.32
H 0.46998 -2.34586 1.29924 0.36
H 1.18959 -1.98879 -0.34019 0.32
H 0.14895 0.26258 -1.61341 0.19
H -1.14088 2.38190 -0.08590 0.40
H -1.73700 1.27809 -1.31162 0.42
H -0.51638 2.45091 -1.82101 0.33
H 2.72671 -1.24752 1.49478 0.31
```

charge	+1
E_LUMO (spin up / spin down)	-8.0683 / -7.8214	eV
F_max	5.97	eV/Å
highest occupied orbital energy (spin up / spin down)	-0.5403 / -0.5517	Eh

How do the records compare in relative energy (zero: lowest compared OMol25 entry of this formula, charge and spin)? In the order shown, they have 114.86 148.50 kcal per mole.